The following is a DFT calculation (ωB97M-V/def2-TZVPD) of a structure of composition C6H9N.

Each line ends with the Mulliken charge.
Atoms and positions in Å:
C 1.8136 -0.5408 -0.0266  -0.316
N 0.5654 -0.2695 0.0153  -0.049
C -0.4831 -0.0168 1.0625  0.084
C -0.6551 1.2115 0.1810  -1.183
C -0.5071 0.1869 -0.9346  0.087
C -1.5476 -0.9362 -0.6981  -0.586
C -1.5318 -1.0714 0.6289  -0.584
H 2.3469 -0.7298 0.8977  0.283
H 2.3255 -0.5403 -0.9819  0.283
H 2.1854 2.0139 0.2204  0.152
H -0.1354 0.0150 2.0985  0.441
H 1.4163 2.0530 0.2357  -0.238
H -1.5396 1.8469 0.2557  0.351
H -0.1856 0.4275 -1.9514  0.440
H -2.0977 -1.4903 -1.4493  0.417
H -2.0682 -1.7648 1.2656  0.418

frontier orbital gap (spin up / spin down)	7.27 / 7.27	eV

The following is a DFT calculation (ωB97M-V/def2-TZVPD) of a structure of composition C26H19BrN2NiPSe.

Each line ends with the Mulliken spin population.
Atoms and positions in Å:
Ni 1.8264 0.2099 -1.2338  0.918
C -0.1901 -1.9897 5.2023  0.000
C -0.5813 -0.7696 4.6653  0.001
C -0.2643 -0.4497 3.3536  0.004
C 0.4501 -1.3392 2.5542  -0.001
C 0.8600 -2.5480 3.1127  0.000
C 0.5333 -2.8788 4.4216  0.000
P 0.9041 -1.0003 0.7886  0.018
C 0.7327 0.7935 0.6649  -0.023
C -0.5357 1.4665 0.1832  0.093
C -0.2127 2.8618 -0.4047  0.040
C 0.8968 3.6022 0.2732  0.025
C 1.8391 2.9697 0.9679  0.003
C 1.8101 1.5106 1.0649  -0.022
C -0.6037 -1.5900 -0.0396  0.002
C -0.8949 -2.9490 0.0594  -0.004
C -1.8957 -3.5299 -0.6960  0.002
C -2.5987 -2.7429 -1.5952  0.004
C -2.3215 -1.3901 -1.6883  0.050
C -1.3451 -0.7740 -0.9004  -0.043
H -0.4391 -2.2401 6.2262  0.000
H -1.1390 -0.0642 5.2697  0.000
H -0.5715 0.5064 2.9475  0.001
H 1.4527 -3.2354 2.5190  0.000
H 0.8570 -3.8278 4.8318  0.000
H -1.2618 1.5266 1.0037  0.047
H -1.1115 3.4752 -0.3376  -0.016
H 0.9383 4.6792 0.1482  0.000
H 2.6568 3.5118 1.4277  0.000
H 2.6786 1.0020 1.4681  0.005
H -0.3084 -3.5751 0.7228  0.000
H -2.0967 -4.5904 -0.6114  0.000
H -3.3519 -3.1809 -2.2383  0.001
H -2.8624 -0.7960 -2.4129  -0.023
N 4.8030 0.3749 -1.9710  -0.011
C 3.7466 0.4247 -1.4758  0.016
H 5.5120 0.1245 -2.6251  0.001
Br -1.0020 4.4732 -3.9242  0.032
C -1.1288 3.0404 -2.7031  0.440
C -2.3468 2.4502 -2.4240  -0.118
C -2.3626 1.3933 -1.5356  0.536
C -1.0843 0.7147 -1.0657  -0.167
C 0.1245 1.0225 -1.9876  0.161
C 0.0643 2.5750 -1.9380  0.048
H -3.2659 2.8303 -2.8535  -0.002
H -3.3189 1.0058 -1.2036  0.011
H -0.0576 0.6560 -3.0035  -0.033
H 0.9748 3.0606 -2.2850  -0.026
Se 1.7574 -3.2368 -4.8540  0.003
C 1.8368 -2.1267 -3.3997  0.000
N 1.8977 -1.4368 -2.4687  0.024

frontier orbital gap (spin up / spin down)	6.43 / 6.61	eV
2S+1	3
<S²>	2.04
net charge	-1

The following is a DFT calculation (ωB97M-V/def2-TZVPD) of a cluster of 13 separate species, C72H92F6N20O21S6 in total.

Each line ends with the Mulliken charge.
Atoms and positions in Å:
C 1.3308 0.6741 4.3072  -0.906
C 1.9790 -0.5781 3.7171  -0.736
N 2.5873 -0.3194 2.4117  0.186
C 3.8493 0.1681 2.2203  -0.372
C 4.0682 0.4350 0.8743  -0.482
N 2.8757 0.1165 0.1958  0.153
C 1.9980 -0.3425 1.1694  -0.087
C 2.6766 0.4067 -1.2058  -0.872
H 0.4134 0.9772 3.8027  0.323
H 2.1007 1.4457 4.3032  0.273
H 1.1862 0.5476 5.3801  0.357
H 1.2700 -1.3939 3.5764  0.360
H 2.6566 -1.0588 4.4228  0.434
H 4.5034 0.2978 3.0699  0.444
H 4.9584 0.8123 0.3931  0.485
H 0.9656 -0.6176 1.0115  0.388
H 2.8372 1.4526 -1.4676  0.334
H 1.6982 0.0723 -1.5505  0.342
H 3.3263 -0.2802 -1.7482  0.377
C -6.3735 -3.4955 3.0723  -1.016
C -6.7677 -2.8006 4.3656  -0.595
N -8.0468 -2.2321 4.3778  0.179
C -8.3805 -1.1140 3.6592  -0.378
C -9.7725 -0.9062 3.8097  -0.443
N -10.2704 -1.9784 4.5781  0.116
C -9.1706 -2.7923 4.8858  -0.073
C -11.6520 -2.1879 4.8932  -0.806
H -6.0808 -2.7771 2.3065  0.363
H -7.1257 -4.1846 2.6882  0.342
H -5.4926 -4.0806 3.3366  0.356
H -6.0965 -1.9801 4.6192  0.348
H -6.8841 -3.4321 5.2464  0.334
H -7.6242 -0.4888 3.2080  0.446
H -10.4673 -0.1401 3.4985  0.474
H -9.1881 -3.7105 5.4542  0.360
H -12.2932 -2.0494 4.0226  0.330
H -12.0025 -1.5436 5.6994  0.349
H -11.7506 -3.1434 5.4084  0.313
C -15.7219 -7.6173 -2.2879  -0.850
N -14.6023 -6.8477 -2.7499  0.004
C -13.7652 -7.3682 -3.7013  -0.440
C -12.6169 -6.6907 -4.0821  -0.634
C -12.2952 -5.4988 -3.4730  1.142
C -13.2268 -4.9611 -2.5845  -0.707
C -14.3312 -5.6556 -2.1701  -0.180
C -11.0577 -4.7405 -3.8415  0.906
C -10.5636 -4.9136 -5.1638  -0.717
C -9.3291 -4.2831 -5.4921  -0.361
N -8.5470 -3.6341 -4.5768  0.078
C -9.0637 -3.4173 -3.3133  -0.300
C -10.3085 -3.9720 -2.9429  -0.658
C -7.2301 -3.1028 -4.9152  -0.985
H -16.2980 -7.9857 -3.1367  0.324
H -16.3855 -7.0611 -1.6258  0.284
H -15.1498 -8.4571 -1.8935  0.410
H -14.0589 -8.2982 -4.1652  0.465
H -11.9835 -7.0748 -4.8680  0.456
H -12.9988 -4.0174 -2.1113  0.371
H -14.9047 -5.4146 -1.2872  0.371
H -11.0920 -5.4538 -5.9353  0.423
H -8.8610 -4.4195 -6.4558  0.421
H -8.5529 -2.6773 -2.7151  0.464
H -10.8241 -3.8681 -1.9996  0.325
H -7.2854 -2.1249 -5.3936  0.334
H -6.6838 -3.7835 -5.5681  0.399
H -6.6400 -3.0966 -3.9987  0.401
C 12.7559 -4.4018 3.3621  -0.850
N 11.7972 -4.5250 2.2462  0.092
C 11.4996 -5.8044 1.6917  -0.390
C 10.5288 -5.9032 0.6845  -0.621
C 10.1291 -4.7422 0.0007  0.698
C 10.3951 -3.4489 0.5625  -0.675
C 11.2651 -3.4239 1.6851  -0.095
C 9.2011 -4.9575 -1.1522  0.777
C 8.0864 -5.8572 -1.0891  -0.798
C 7.2809 -6.1981 -2.2003  -0.261
N 7.5343 -5.5410 -3.3596  0.039
C 8.5631 -4.6268 -3.4660  -0.212
C 9.3370 -4.2725 -2.3487  -0.655
C 6.7009 -5.8665 -4.5271  -0.919
H 12.7008 -5.3028 3.9731  0.315
H 12.5036 -3.5415 3.9820  0.328
H 13.7247 -4.2683 2.8809  0.371
H 11.9101 -6.6637 2.2012  0.403
H 10.2436 -6.9048 0.3984  0.467
H 10.0581 -2.5705 0.0321  0.489
H 11.4882 -2.4718 2.1435  0.396
H 7.8435 -6.2802 -0.1255  0.590
H 6.4568 -6.8938 -2.1428  0.515
H 8.7394 -4.1803 -4.4334  0.426
H 10.1792 -3.6159 -2.5096  0.497
H 7.2107 -5.5440 -5.4349  0.324
H 5.8100 -5.2464 -4.4282  0.371
H 6.4958 -6.9352 -4.5905  0.378
C -1.4307 4.3227 -11.3674  -0.909
N -1.4656 4.4420 -12.8457  -0.018
C -1.2832 5.6657 -13.3236  -0.251
C -1.4775 5.8350 -14.6886  -0.696
C -1.7538 4.7712 -15.5749  1.034
C -1.9280 3.4768 -14.9973  -0.775
C -1.7611 3.3399 -13.6050  -0.152
C -1.7506 4.8469 -17.0839  1.189
C -2.1523 6.1137 -17.6188  -0.655
C -2.2181 6.2973 -18.9893  -0.355
N -1.8534 5.2683 -19.8183  0.064
C -1.4434 4.0357 -19.3407  -0.268
C -1.5047 3.7847 -18.0085  -0.679
C -1.6993 5.6115 -21.1893  -0.959
H -0.5715 4.8701 -10.9798  0.374
H -1.3127 3.2723 -11.1013  0.313
H -2.3597 4.7744 -11.0194  0.377
H -1.0927 6.5243 -12.6967  0.443
H -1.2687 6.8193 -15.0810  0.366
H -2.2807 2.6686 -15.6208  0.456
H -1.8252 2.4245 -13.0356  0.391
H -2.4485 6.9647 -17.0235  0.358
H -2.4547 7.2503 -19.4390  0.427
H -1.2238 3.3654 -20.1585  0.417
H -1.1993 2.7946 -17.7039  0.417
H -2.5465 6.2678 -21.3885  0.395
H -1.8378 4.7153 -21.7939  0.354
H -0.7586 6.1116 -21.4196  0.339
C 0.0568 3.7726 13.8267  -1.009
N -1.3568 3.7271 13.3736  -0.012
C -1.8296 2.5873 12.9338  -0.231
C -3.1578 2.5736 12.5166  -0.471
C -3.9953 3.6817 12.6972  0.702
C -3.3855 4.8627 13.0370  -0.441
C -2.0666 4.8812 13.3105  -0.357
C -5.4207 3.5771 12.4194  0.382
C -6.3285 3.2240 13.4143  -0.614
C -7.6890 3.3939 13.2389  -0.322
N -8.1603 3.9722 12.1076  0.000
C -7.3035 4.4229 11.1763  -0.056
C -5.9196 4.1719 11.2370  -0.659
C -9.6302 4.0461 11.9655  -0.916
H 0.1267 4.5210 14.6162  0.404
H 0.7162 4.0386 13.0006  0.340
H 0.3264 2.8277 14.2985  0.418
H -1.1386 1.7618 12.8480  0.495
H -3.6671 1.6782 12.1922  0.483
H -4.0584 5.7044 13.1075  0.526
H -1.5100 5.7988 13.4313  0.476
H -6.0915 2.7663 14.3634  0.462
H -8.4327 3.1248 13.9744  0.488
H -7.7760 4.8663 10.3122  0.392
H -5.3381 4.7121 10.5045  0.443
H -9.9575 4.6641 11.1295  0.331
H -9.9678 4.5343 12.8797  0.389
H -9.9555 3.0340 11.7249  0.359
C 9.1824 4.4897 6.3471  -0.860
N 8.2231 5.0798 5.4505  0.023
C 6.9677 5.3443 5.8518  -0.227
C 6.0198 5.7846 4.9137  -0.760
C 6.3350 5.9917 3.5346  0.878
C 7.6377 5.6881 3.1905  -0.836
C 8.5539 5.2618 4.1019  -0.225
C 5.3727 6.7004 2.6206  1.025
C 4.4356 7.5719 3.1896  -0.754
C 3.5065 8.2572 2.3725  -0.326
N 3.5693 8.0409 1.0411  0.035
C 4.4467 7.1669 0.4466  -0.167
C 5.3626 6.4655 1.2173  -0.755
C 2.6101 8.8388 0.2646  -0.998
H 10.1625 4.4752 5.8703  0.285
H 8.9531 3.4574 6.6115  0.354
H 9.1535 5.1461 7.2168  0.381
H 6.7994 5.1419 6.8992  0.477
H 5.0175 5.8812 5.3041  0.500
H 7.9334 5.7542 2.1538  0.383
H 9.6088 5.1568 3.8955  0.400
H 4.5737 7.7707 4.2421  0.527
H 2.7868 8.9551 2.7740  0.432
H 4.3851 6.8684 -0.5895  0.427
H 6.0471 5.8646 0.6370  0.388
H 1.6688 8.2913 0.3123  0.373
H 2.9662 8.8177 -0.7654  0.349
H 2.5604 9.8589 0.6454  0.387
N 3.4845 -9.8905 2.7632  -0.215
S 2.7375 -8.6704 3.0367  1.010
O 3.4317 -7.3963 3.0371  -0.613
O 1.6281 -8.8438 3.9794  -0.605
F 1.8928 -8.7556 1.6414  -0.323
S 4.3747 -9.8729 4.2157  1.070
O 3.6964 -9.7676 5.4690  -0.500
O 5.6495 -9.1567 4.0894  -0.565
F 4.6208 -11.4729 4.0256  -0.259
N 6.7055 -1.9245 8.6745  -0.272
S 7.2488 -3.3074 8.4301  1.056
O 6.3144 -4.4105 8.5360  -0.545
O 8.6891 -3.4941 8.7431  -0.599
F 7.2591 -3.1633 6.8258  -0.319
S 6.4206 -2.2039 10.2894  1.093
O 7.5326 -2.3584 11.1669  -0.531
O 5.1856 -2.8958 10.5952  -0.561
F 5.9067 -0.7091 10.6633  -0.322
N 10.1256 3.2663 -3.3827  -0.305
S 9.9273 3.2428 -4.8601  1.058
O 10.1484 1.9414 -5.5080  -0.589
O 10.2340 4.5072 -5.5917  -0.590
F 8.3448 3.3049 -4.7781  -0.296
S 11.8133 3.2329 -3.5859  1.088
O 12.4667 4.4183 -4.0984  -0.539
O 12.4077 1.9965 -4.0051  -0.555
F 12.0940 3.2484 -2.0267  -0.270
N -3.0823 3.1355 -2.0917  0.931
O -1.9943 3.6995 -2.4303  -0.645
O -4.0969 3.3109 -2.8547  -0.635
O -3.1618 2.3188 -1.2110  -0.650
N -1.1354 -6.4516 -3.8259  0.989
O -0.8228 -7.5196 -4.4361  -0.553
O -2.2675 -6.3060 -3.3246  -0.603
O -0.2986 -5.5713 -3.7083  -0.579
N 3.4100 -1.1236 -9.6113  1.050
O 2.4201 -0.9525 -8.9164  -0.609
O 3.2446 -1.7353 -10.6775  -0.574
O 4.5147 -0.7061 -9.3329  -0.580

frontier orbital gap	0.79	eV
net charge	+6